Entry 1:
The following is a DFT calculation (ωB97M-V/def2-TZVPD) of 2 unconnected molecules or ions with the total composition C5H8N2.

As for the charge: 0. The highest occupied orbital energy comes out at -8.178 eV. Its energy relative to the best compared isomer or geometry (same formula, charge and spin) is 318.89 kJ/mol. As for the spin multiplicity: 1. As for the HOMO-LUMO gap: 8.2 eV.

```
15
C5H8N2 | the Open Molecules 2025 dataset | ωB97M-V/def2-TZVPD
C 2.288 -0.831 0.511
C 1.014 -0.440 0.470
C -0.156 -0.964 -0.221
C -1.192 -0.142 0.077
N -2.505 -0.187 -0.319
C -0.771 0.984 0.989
N 0.517 0.718 1.149
H 3.034 -0.295 1.089
H 2.622 -1.710 -0.028
H 0.176 1.572 -1.804
H -0.148 -1.847 -0.847
H -3.000 0.686 -0.196
H -2.711 -0.658 -1.187
H -0.290 2.146 -1.881
H 1.134 1.322 1.674
```

---

Entry 2:
The following is a DFT calculation (ωB97M-V/def2-TZVPD) of a molecular structure, C12H22BrN3O2PtSe2.

As for the charge: 0. The highest occupied orbital energy comes out at -6.891 eV. Its energy relative to the best compared isomer or geometry (same formula, charge and spin) is 0.00 kJ/mol. As for the spin multiplicity: 1. As for the HOMO-LUMO gap: 6.8 eV.

```
43
C12H22BrN3O2PtSe2 | the Open Molecules 2025 dataset | ωB97M-V/def2-TZVPD
Pt -0.163 0.815 -0.137
O 2.589 4.476 2.490
C 1.388 3.701 2.599
C 1.742 2.279 3.012
C 2.512 2.297 4.354
O 3.827 2.811 4.290
C 2.614 1.567 1.979
Se 2.068 1.661 0.105
C 0.465 1.487 3.295
Se -0.994 1.529 1.993
H 2.442 5.197 1.874
H 0.859 3.681 1.646
H 0.727 4.141 3.356
H 2.603 1.272 4.723
H 1.909 2.857 5.083
H 3.779 3.643 3.800
H 2.718 0.520 2.264
H 3.609 2.007 1.979
H -0.005 1.870 4.205
H 0.727 0.446 3.479
N 0.423 0.238 -2.150
C 1.498 -0.769 -2.336
C 1.094 -2.188 -1.983
N 0.678 -2.335 -0.590
H -0.399 -0.040 -2.679
H 0.743 1.112 -2.557
H 2.333 -0.448 -1.715
H 1.827 -0.765 -3.379
H 1.962 -2.809 -2.235
H 0.277 -2.519 -2.635
H 1.219 -1.724 0.015
H 0.813 -3.286 -0.272
Br -6.526 -1.339 -0.858
C -4.748 -0.739 -0.701
C -3.714 -1.651 -0.598
C -2.422 -1.170 -0.483
N -2.146 0.139 -0.471
C -3.155 1.012 -0.564
C -4.474 0.618 -0.686
H -3.900 -2.715 -0.598
H -1.561 -1.827 -0.408
H -2.884 2.058 -0.521
H -5.260 1.355 -0.756
```